Entry 1:
Below is a structure of composition C31H48BrCl3N3O3Pb, with properties calculated with the ωB97M-V functional and the def2-TZVPD basis.

Its net charge is -1. Its HOMO energy (alpha / beta) is -3.760 / -3.739 eV. The spin multiplicity is 1.

CARTESIAN COORDINATES (ANGSTROEM)
C: 0.8500 2.0343 4.0990
H: 1.8131 5.3668 -0.9774
C: -0.1378 2.0053 -0.7364
C: 6.0329 -4.1319 -0.3537
H: -0.3690 2.2434 -2.8688
C: -4.2278 -0.5558 0.4736
H: 1.7443 1.4253 3.9585
H: -4.2639 5.0683 0.5635
H: -4.2448 -1.6250 2.7794
H: -0.7466 4.2589 2.1916
H: 2.7854 0.9073 -3.1735
H: 1.4993 0.1269 -4.0778
H: -4.6240 2.8919 2.4356
H: -2.4539 1.9364 3.6136
Cl: -5.1359 0.0874 2.1479
C: -5.2487 2.9843 -0.8344
Cl: -6.8344 -2.0705 0.6386
C: -6.0495 1.5116 1.6483
H: -5.9431 3.8481 -0.8488
N: -3.8182 0.8203 2.7327
C: 1.8487 -1.4780 -1.5755
H: 6.3489 -3.6382 -1.2741
H: 1.5612 4.2158 1.2013
C: -3.0784 1.0883 3.9092
C: 2.8226 -2.0917 -4.8946
H: 5.3497 -1.8143 -3.9153
C: -0.5137 3.7302 3.1149
H: 6.7503 -4.9265 -0.1306
C: 3.6402 -3.5804 -0.8217
C: 1.7808 -2.1567 -0.3487
H: 4.9292 -5.3285 -2.5650
H: 4.5667 -3.1658 -2.6869
C: 2.5769 0.2122 -3.9877
H: 4.3261 -4.7362 1.6703
C: 4.7670 -0.8941 -3.8712
N: 0.5850 2.8035 2.8966
H: -3.4499 0.1211 0.6463
H: 0.0165 1.3651 4.3721
H: 1.7453 -2.2646 -4.8602
H: 3.2448 -5.8235 0.7840
Br: 0.4109 -1.6549 0.8912
H: -1.4300 3.2234 3.4515
H: -0.2326 4.4620 3.8749
H: -5.8504 2.0759 -0.8877
C: 3.7653 -2.8775 -2.0181
C: 0.7147 3.8780 -2.0502
H: 1.0230 2.7142 4.9351
C: -6.5099 -1.0849 2.0076
H: 5.2791 -6.5801 -1.3713
C: 0.4156 2.5960 0.4162
N: -4.4406 2.9516 0.3611
O: -2.9286 -2.5471 0.1166
H: 1.1110 1.1347 1.8032
C: 1.2655 4.4331 -0.9160
H: -6.0237 3.5903 1.6164
H: -4.4282 -0.2182 -0.5324
H: 3.3236 -3.0587 -4.8139
C: 0.3425 1.9099 1.7703
H: -3.6639 1.3908 4.8001
C: -5.2853 2.7623 1.5795
O: 0.9690 -0.5801 -1.9266
H: -3.0144 4.0853 1.3626
C: -3.5728 -1.8398 0.8648
H: -7.0390 1.1993 1.3746
H: 3.0699 -1.6551 -5.8665
C: -3.6455 4.1507 0.4749
C: 4.6048 -5.7546 -1.6147
H: 5.1205 -0.3063 -3.0222
C: 0.0314 2.6705 -1.9474
H: 3.6004 -6.1586 -1.7528
H: -2.3988 0.2808 4.2216
Cl: -7.5131 -1.3256 3.3832
H: 4.9490 -6.2389 0.9911
C: 2.9440 -1.8302 -2.4124
H: -5.6424 0.0702 3.4934
O: -3.6515 -2.2567 2.1320
C: 3.2521 -1.1494 -3.7618
C: 2.6248 -3.1815 0.0319
H: -0.6271 1.3879 1.8569
H: 2.9726 0.6376 -4.9145
H: -4.6098 3.0488 -1.7193
C: 4.6166 -4.7084 -0.4909
H: 4.9769 -0.3343 -4.7854
H: 2.4660 -3.6600 0.9875
H: -2.9990 4.2656 -0.3986
Pb: -1.0564 -0.0452 -1.2379
C: 4.2559 -5.4133 0.8167
H: 6.0705 -3.3956 0.4510
H: 0.8199 4.3734 -3.0089
C: 1.1220 3.7916 0.3089

=====

Entry 2:
Below is a cluster of 2 separate species, C4H8O in total, with properties calculated with the ωB97M-V functional and the def2-TZVPD basis.

Its net charge is 0. The SMILES is CC=O.C=C. Its HOMO energy is -9.903 eV. The spin multiplicity is 1.

CARTESIAN COORDINATES (ANGSTROEM)
C: 1.5164 0.3031 -0.8917
H: -2.2876 1.1106 -0.5967
H: -1.8069 1.5985 1.1243
O: 1.0633 -1.9209 -0.0935
C: 1.3992 -0.7838 0.1396
H: 2.5654 0.6099 -0.9890
C: -1.9115 0.8146 0.3806
C: -1.5508 -0.4371 0.6501
H: 1.1364 -0.0456 -1.8548
H: 0.9486 1.1827 -0.5696
H: 1.6600 -0.4820 1.1774
H: -1.6057 -1.2287 -0.0875
H: -1.1268 -0.7212 1.6108

=====

ΔE to the lowest compared entry with this formula, charge and spin values (in eV) by entry order: 17.771; 1.359.